12 unconnected molecules or ions with the total composition C29H82O12 at a distorted geometry. Source: the OMol25 dataset; level of theory: the ωB97M-V functional and the def2-TZVPD basis.

## Properties
* total energy: -2056.9254 Eh
* LUMO level: -0.0038 hartree
* SMILES: CC(C)O.CC(C)O.CC(C)O.CC(C)O.CC(C)O.CC(C)O.CC(C)O.CC(C)O.CC(C)O.CO.CO.O
* frontier orbital gap: 9.50 eV
* net charge: 0

Last column: Löwdin charge in e.
Atoms and positions in Å:
C 1.63 -1.25 3.76  -0.156
O 1.02 -1.89 2.64  -0.133
H 0.86 -0.85 4.43  0.061
H 2.16 -2.05 4.29  0.082
H 2.36 -0.50 3.48  0.055
H 1.15 -1.38 1.83  0.026
C 4.91 2.28 -2.81  -0.146
O 4.11 1.90 -1.70  -0.158
H 5.54 3.13 -2.53  0.077
H 5.53 1.43 -3.09  0.079
H 4.30 2.60 -3.66  0.069
H 4.01 0.94 -1.73  0.016
C 1.36 3.94 3.97  -0.049
C 1.96 3.14 2.84  -0.498
C 0.94 2.23 2.15  -0.047
O 2.50 4.07 1.91  -0.046
H 1.09 3.30 4.82  0.081
H 0.51 4.50 3.60  0.085
H 2.10 4.64 4.35  0.082
H 2.76 2.46 3.18  0.127
H 0.21 2.89 1.68  0.073
H 0.39 1.58 2.84  0.067
H 1.45 1.68 1.36  0.060
H 2.75 3.58 1.12  0.079
C -1.87 6.15 -0.36  -0.052
C -0.70 5.24 -0.64  -0.482
C -0.88 4.34 -1.85  -0.056
O 0.46 6.08 -0.83  -0.055
H -2.65 5.66 0.23  0.075
H -2.42 6.48 -1.24  0.080
H -1.50 7.01 0.20  0.082
H -0.47 4.63 0.24  0.118
H -0.05 3.64 -1.97  0.053
H -0.92 4.89 -2.80  0.087
H -1.78 3.73 -1.77  0.068
H 1.24 5.53 -0.74  0.079
C -0.69 -5.59 -1.02  -0.054
C -0.68 -5.80 -2.53  -0.494
C -2.09 -5.80 -3.11  -0.061
O 0.14 -4.82 -3.14  -0.055
H -1.39 -4.79 -0.77  0.056
H 0.31 -5.32 -0.67  0.081
H -0.95 -6.46 -0.42  0.085
H -0.25 -6.78 -2.74  0.136
H -2.47 -4.77 -3.07  0.073
H -2.74 -6.49 -2.57  0.080
H -2.08 -6.08 -4.16  0.075
H -0.04 -3.97 -2.71  0.072
C -4.19 -4.58 0.26  -0.049
C -4.35 -3.08 0.49  -0.495
C -4.75 -2.31 -0.76  -0.046
O -5.37 -2.87 1.47  -0.061
H -3.64 -4.72 -0.68  0.044
H -5.16 -5.03 0.04  0.085
H -3.70 -5.05 1.10  0.082
H -3.42 -2.68 0.89  0.129
H -4.76 -1.25 -0.56  0.051
H -5.74 -2.67 -1.07  0.089
H -4.12 -2.60 -1.61  0.073
H -5.02 -2.39 2.23  0.044
C -1.95 -0.03 3.49  -0.058
C -3.24 -0.50 4.14  -0.464
C -3.90 0.55 5.01  -0.054
O -4.15 -0.96 3.14  -0.069
H -1.49 -0.90 3.00  0.070
H -1.27 0.30 4.28  0.073
H -2.07 0.70 2.69  0.076
H -2.99 -1.37 4.75  0.141
H -4.04 1.50 4.49  0.085
H -3.32 0.74 5.91  0.081
H -4.90 0.22 5.31  0.081
H -4.79 -0.29 2.89  0.089
C 3.12 -3.17 -2.13  -0.038
C 4.13 -2.09 -2.48  -0.448
C 4.62 -2.17 -3.92  -0.051
O 3.48 -0.83 -2.24  -0.109
H 3.52 -4.18 -2.16  0.090
H 2.30 -3.07 -2.85  0.071
H 2.71 -2.91 -1.15  0.076
H 5.02 -2.11 -1.85  0.133
H 5.42 -2.90 -4.06  0.083
H 5.03 -1.22 -4.28  0.076
H 3.79 -2.44 -4.58  0.084
H 3.20 -0.48 -3.11  0.039
C -0.94 -0.88 -0.68  -0.034
C 0.45 -0.46 -1.11  -0.461
C 0.50 1.01 -1.46  -0.045
O 1.37 -0.78 -0.07  -0.080
H -1.70 -0.41 -1.29  0.062
H -1.14 -0.54 0.35  0.080
H -1.11 -1.95 -0.58  0.075
H 0.80 -1.12 -1.92  0.121
H 0.36 1.58 -0.54  0.069
H -0.28 1.25 -2.20  0.080
H 1.39 1.29 -2.03  0.064
H 2.28 -0.54 -0.28  0.043
C 6.44 1.16 0.86  -0.046
C 5.55 0.40 1.85  -0.456
C 4.31 -0.21 1.21  -0.032
O 6.31 -0.65 2.48  -0.055
H 5.83 1.81 0.23  0.065
H 6.98 0.48 0.21  0.084
H 7.12 1.78 1.43  0.082
H 5.30 1.10 2.65  0.131
H 3.47 -0.46 1.84  0.049
H 4.63 -1.17 0.78  0.093
H 4.00 0.31 0.30  0.050
H 6.92 -0.99 1.82  0.076
C -5.70 2.95 -1.12  -0.046
C -5.26 1.70 -0.37  -0.509
C -3.78 1.37 -0.47  -0.069
O -5.57 1.76 1.01  -0.047
H -5.34 3.83 -0.59  0.080
H -6.79 2.99 -1.05  0.076
H -5.37 2.91 -2.16  0.081
H -5.79 0.85 -0.84  0.127
H -3.20 2.27 -0.23  0.077
H -3.47 1.13 -1.49  0.081
H -3.49 0.60 0.23  0.060
H -6.52 1.80 1.14  0.092
O 2.33 0.45 -4.44  -0.029
H 1.38 0.33 -4.54  0.065
H 2.63 0.76 -5.30  0.068

A molecular structure, C29H89B3F3N7O11PtSV at a distorted geometry. Source: the OMol25 dataset; level of theory: the ωB97M-V functional and the def2-TZVPD basis.

## Properties
* total energy: -4204.4914 Eh
* LUMO level (spin up / spin down): -0.0462 / -0.0347 hartree
* multiplicity: 4
* frontier orbital gap (spin up / spin down): 7.18 / 7.71 eV
* net charge: 0

Last column: Löwdin charge in e.
Atoms and positions in Å:
O -4.00 -2.09 3.11  -0.272
V -3.91 -2.49 1.58  1.000
Pt -4.82 1.09 -0.96  1.095
B -5.02 0.05 -3.00  -0.427
H -4.05 -0.25 -2.35  -0.026
H -5.95 -0.50 -2.49  -0.015
H -5.12 1.22 -2.84  -0.060
H -4.90 -0.28 -4.12  0.003
B -5.38 -0.71 0.78  -0.468
H -4.54 0.02 1.20  -0.008
H -6.31 -0.08 0.37  0.029
H -4.93 -1.31 -0.11  -0.026
H -5.69 -1.44 1.64  0.002
B -3.17 -2.97 -1.08  -0.351
H -3.99 -3.69 -1.57  -0.005
H -3.11 -3.16 0.09  -0.116
H -2.08 -3.25 -1.45  -0.018
H -3.48 -1.85 -1.29  -0.054
C -0.18 -0.47 0.07  -0.622
F 0.29 -1.49 0.79  0.146
F 0.69 0.54 0.12  0.135
F -0.26 -0.88 -1.20  0.117
S -1.84 0.13 0.70  0.561
O -2.65 0.57 -0.44  -0.401
O -2.42 -1.03 1.38  -0.385
O -1.50 1.22 1.58  -0.273
C -0.67 1.43 -3.41  -0.036
C -0.76 2.84 -3.97  -0.415
C 0.11 3.10 -5.21  -0.219
O -0.55 2.65 -6.36  -0.187
C 0.25 2.77 -7.52  -0.107
N -2.18 3.23 -4.16  0.043
H 0.16 1.31 -2.72  0.058
H -0.53 0.75 -4.26  0.095
H -1.57 1.14 -2.86  0.067
H -0.35 3.52 -3.22  0.124
H 1.05 2.57 -4.98  0.125
H 0.29 4.18 -5.33  0.126
H 0.31 3.84 -7.79  0.089
H -0.26 2.28 -8.35  0.089
H 1.27 2.39 -7.41  0.087
H -2.51 2.51 -4.80  0.093
H -2.29 4.09 -4.68  0.086
C 3.25 3.33 4.57  -0.058
C 3.68 2.93 3.17  -0.434
C 3.11 3.78 2.06  -0.229
O 1.75 4.07 2.24  -0.167
C 1.16 4.26 0.97  -0.098
N 5.16 2.99 3.13  0.024
H 2.16 3.41 4.60  0.073
H 3.58 4.34 4.79  0.083
H 3.57 2.65 5.35  0.076
H 3.46 1.87 2.94  0.126
H 3.32 3.41 1.05  0.089
H 3.73 4.70 2.10  0.136
H 1.80 4.98 0.46  0.093
H 0.20 4.77 1.04  0.072
H 1.05 3.32 0.42  0.081
H 5.63 2.21 3.57  0.068
H 5.47 2.92 2.16  0.058
C -2.42 -5.63 3.65  -0.050
C -1.49 -4.50 3.24  -0.357
C -0.11 -4.99 2.85  -0.217
O 0.60 -3.97 2.21  -0.216
C 1.92 -4.37 1.87  -0.087
N -2.11 -3.91 2.00  0.019
H -2.47 -6.40 2.87  0.087
H -3.40 -5.26 3.94  0.082
H -2.05 -6.15 4.54  0.088
H -1.51 -3.76 4.04  0.141
H -0.18 -5.86 2.16  0.138
H 0.38 -5.42 3.73  0.139
H 2.46 -4.75 2.74  0.095
H 2.40 -3.54 1.35  0.088
H 1.87 -5.19 1.14  0.086
H -2.28 -4.75 1.45  0.101
H -1.45 -3.40 1.42  0.075
C 3.36 1.77 -1.17  -0.071
C 4.52 0.90 -1.66  -0.430
C 4.72 0.95 -3.16  -0.235
O 5.78 0.11 -3.50  -0.191
C 6.14 0.23 -4.87  -0.096
N 5.71 1.26 -0.85  0.044
H 2.49 1.40 -1.72  0.061
H 3.48 2.82 -1.46  0.084
H 3.12 1.63 -0.13  0.060
H 4.26 -0.11 -1.33  0.119
H 4.86 2.01 -3.45  0.130
H 3.80 0.64 -3.69  0.125
H 5.34 -0.14 -5.52  0.088
H 7.08 -0.28 -5.01  0.088
H 6.26 1.29 -5.11  0.086
H 6.48 0.76 -1.29  0.066
H 5.95 2.24 -1.01  0.070
C -1.53 -1.01 6.34  -0.058
C -1.14 0.09 5.38  -0.426
C -0.10 -0.36 4.34  -0.216
O 1.13 -0.67 4.95  -0.182
C 2.03 -1.38 4.11  -0.084
N -2.30 0.55 4.64  0.051
H -0.73 -1.71 6.56  0.073
H -2.33 -1.63 5.90  0.067
H -1.94 -0.64 7.28  0.071
H -0.59 0.88 5.91  0.138
H 0.00 0.48 3.63  0.119
H -0.43 -1.22 3.75  0.120
H 2.58 -0.64 3.52  0.082
H 1.53 -2.10 3.46  0.062
H 2.71 -1.88 4.79  0.089
H -2.82 1.23 5.18  0.075
H -2.17 1.01 3.74  0.039
C 2.58 -2.25 -2.13  -0.055
C 1.88 -3.53 -2.66  -0.395
C 2.74 -4.77 -2.59  -0.223
O 3.27 -4.91 -1.29  -0.200
C 4.04 -6.09 -1.18  -0.115
N 0.59 -3.73 -1.91  0.068
H 1.99 -1.41 -2.50  0.069
H 3.62 -2.12 -2.43  0.075
H 2.52 -2.34 -1.04  0.070
H 1.61 -3.33 -3.70  0.133
H 3.56 -4.56 -3.29  0.128
H 2.21 -5.66 -2.93  0.130
H 4.48 -6.17 -0.19  0.086
H 4.87 -6.08 -1.91  0.089
H 3.45 -6.98 -1.41  0.090
H 0.32 -2.78 -1.69  0.020
H 0.99 -4.09 -1.04  0.053
C -2.56 5.02 -0.82  -0.043
C -3.21 3.69 -0.46  -0.394
C -4.18 3.77 0.70  -0.193
O -5.02 2.65 0.69  -0.320
C -5.75 2.52 1.91  -0.051
N -3.87 3.09 -1.65  0.015
H -1.86 5.30 -0.03  0.071
H -3.25 5.86 -0.96  0.084
H -1.92 5.00 -1.71  0.070
H -2.37 3.07 -0.14  0.118
H -4.76 4.71 0.68  0.138
H -3.62 3.88 1.63  0.142
H -6.36 3.42 2.04  0.101
H -5.06 2.39 2.75  0.103
H -6.37 1.63 1.84  0.074
H -3.08 2.95 -2.30  0.050
H -4.43 3.83 -2.08  0.112

19 unconnected molecules or ions with the total composition C29H96O19 at a distorted geometry. Source: the OMol25 dataset; level of theory: the ωB97M-V functional and the def2-TZVPD basis.

## Properties
* total energy: -2591.7505 Eh
* LUMO level: 0.0051 hartree
* frontier orbital gap: 9.67 eV
* net charge: 0

Last column: Löwdin charge in e.
Atoms and positions in Å:
C -2.49 3.58 1.55  -0.192
O -1.69 4.68 1.69  -0.102
H -2.38 2.90 2.40  0.081
H -3.54 3.84 1.39  0.078
H -2.25 3.00 0.66  0.053
H -0.78 4.39 1.78  0.031
C -3.42 -2.55 -1.08  -0.117
O -3.17 -3.93 -0.89  -0.110
H -3.47 -2.22 -2.12  0.056
H -4.35 -2.28 -0.57  0.071
H -2.64 -1.91 -0.67  0.086
H -3.94 -4.45 -1.12  0.103
C -4.64 -0.85 2.09  -0.178
O -5.52 -0.13 2.92  -0.105
H -5.04 -0.84 1.07  0.052
H -3.60 -0.56 2.14  0.075
H -4.54 -1.89 2.39  0.072
H -6.15 0.36 2.37  0.072
C 4.31 -2.96 2.28  -0.187
O 5.09 -2.84 3.43  -0.106
H 3.51 -3.70 2.30  0.074
H 3.98 -1.98 1.94  0.054
H 4.96 -3.38 1.51  0.081
H 4.52 -2.98 4.18  0.081
C 6.32 0.83 -0.49  -0.173
O 5.60 0.77 0.70  -0.130
H 6.99 1.68 -0.40  0.080
H 6.87 -0.09 -0.70  0.093
H 5.67 1.13 -1.31  0.055
H 5.96 0.05 1.22  0.079
C 3.76 3.06 -0.63  -0.112
O 2.57 3.89 -0.81  -0.143
H 3.57 2.01 -0.83  0.061
H 4.62 3.56 -1.08  0.092
H 4.06 3.03 0.42  0.069
H 2.24 3.77 -1.70  0.026
C 0.44 1.13 0.03  -0.124
O -0.50 0.15 -0.34  -0.135
H 0.82 1.75 -0.79  0.076
H -0.01 1.76 0.80  0.066
H 1.26 0.68 0.58  0.075
H -0.46 -0.61 0.24  0.039
C 0.41 -2.20 2.46  -0.096
O -0.50 -2.19 1.36  -0.155
H -0.16 -2.27 3.39  0.066
H 1.11 -3.03 2.42  0.076
H 0.88 -1.22 2.42  0.066
H -0.69 -3.10 1.11  0.042
C -2.67 -2.00 5.42  -0.171
O -2.43 -3.23 6.04  -0.106
H -3.70 -1.87 5.08  0.074
H -2.40 -1.11 6.00  0.081
H -2.07 -2.00 4.51  0.054
H -2.57 -3.96 5.42  0.076
C -1.05 1.67 -3.44  -0.136
O -1.92 1.33 -2.39  -0.133
H -0.40 0.83 -3.71  0.072
H -1.59 2.07 -4.30  0.090
H -0.44 2.54 -3.19  0.063
H -1.42 0.97 -1.66  0.026
C -0.63 0.81 4.51  -0.139
O 0.41 0.02 5.14  -0.137
H -0.64 1.82 4.92  0.073
H -0.35 0.91 3.46  0.065
H -1.64 0.41 4.58  0.057
H 1.23 0.37 4.78  -0.003
C 3.40 0.90 3.35  -0.137
O 2.69 1.20 4.50  -0.122
H 2.65 0.52 2.66  0.073
H 3.98 1.77 3.05  0.089
H 4.03 0.04 3.57  0.077
H 3.28 1.60 5.14  0.109
C -0.23 5.31 -1.52  -0.157
O -1.08 6.25 -2.14  -0.092
H 0.28 5.46 -0.57  0.065
H -0.87 4.44 -1.35  0.071
H 0.54 4.88 -2.16  0.051
H -1.91 5.87 -2.42  0.077
C 2.64 2.29 -4.07  -0.131
O 2.60 3.71 -3.90  -0.128
H 1.91 1.91 -4.77  0.080
H 3.66 2.05 -4.39  0.086
H 2.42 1.85 -3.09  0.061
H 2.69 4.08 -4.78  0.083
C 1.62 6.33 2.16  -0.048
C 1.71 4.88 2.73  -0.453
C 1.19 4.85 4.17  -0.036
O 1.19 3.92 1.78  -0.075
H 2.00 6.41 1.14  0.072
H 2.27 6.98 2.74  0.076
H 0.59 6.67 2.27  0.079
H 2.79 4.71 2.69  0.121
H 0.17 5.22 4.16  0.082
H 1.81 5.39 4.89  0.084
H 1.23 3.83 4.54  0.059
H 1.80 3.92 1.04  0.039
C -2.31 -1.96 -4.88  -0.042
C -0.96 -2.48 -4.29  -0.426
C -0.75 -3.99 -4.40  -0.041
O 0.10 -1.74 -4.99  -0.078
H -2.32 -2.26 -5.93  0.075
H -2.39 -0.87 -4.88  0.077
H -3.18 -2.47 -4.46  0.069
H -0.97 -2.14 -3.26  0.116
H -0.57 -4.34 -5.42  0.087
H -1.63 -4.51 -4.01  0.073
H 0.07 -4.35 -3.78  0.062
H -0.06 -1.78 -5.94  0.094
C -0.36 -6.40 -1.62  -0.063
C -0.65 -6.21 -0.16  -0.472
C 0.48 -6.78 0.74  -0.035
O -0.84 -4.82 0.07  -0.080
H 0.47 -5.75 -1.90  0.071
H -1.21 -6.32 -2.29  0.074
H 0.06 -7.38 -1.87  0.081
H -1.59 -6.72 0.06  0.132
H 0.70 -7.84 0.55  0.078
H 0.26 -6.64 1.79  0.075
H 1.38 -6.22 0.49  0.074
H -1.55 -4.57 -0.52  0.033
C -5.68 0.19 -2.21  -0.049
C -5.38 1.68 -1.99  -0.451
C -4.57 1.98 -0.75  -0.060
O -4.60 2.15 -3.10  -0.066
H -4.77 -0.40 -2.37  0.051
H -6.30 -0.04 -3.08  0.080
H -6.09 -0.22 -1.29  0.067
H -6.34 2.20 -2.00  0.132
H -3.78 2.71 -0.89  0.067
H -4.20 1.07 -0.29  0.069
H -5.13 2.44 0.07  0.074
H -3.75 1.76 -2.88  0.024
C 1.44 -2.66 -1.29  -0.028
C 2.19 -1.53 -2.03  -0.494
C 3.54 -1.23 -1.41  -0.044
O 2.43 -1.68 -3.39  -0.030
H 1.39 -2.31 -0.26  0.059
H 1.89 -3.66 -1.32  0.081
H 0.41 -2.85 -1.59  0.057
H 1.54 -0.66 -1.91  0.115
H 3.46 -1.20 -0.32  0.060
H 3.96 -0.27 -1.69  0.051
H 4.31 -1.96 -1.66  0.091
H 1.54 -1.68 -3.76  0.035

A single C2Br2F4O molecule at a distorted geometry. Source: the OMol25 dataset; level of theory: the ωB97M-V functional and the def2-TZVPD basis.

## Properties
* total energy: -5698.7972 Eh
* LUMO level: -0.0425 hartree
* SMILES: FO[C@@](F)(Br)C(F)(F)Br
* frontier orbital gap: 9.91 eV
* net charge: 0

Last column: Löwdin charge in e.
Atoms and positions in Å:
C 0.32 0.59 -0.09  -0.853
C 0.12 -0.90 0.13  -1.026
O -0.82 1.31 -0.35  -0.063
F 1.33 0.76 -1.00  0.047
F 1.23 -1.39 0.66  0.050
F -0.21 -1.52 -0.98  0.106
F -1.69 0.77 -1.38  -0.005
Br 0.93 1.52 1.58  0.836
Br -1.21 -1.15 1.43  0.907